[1]
Computed, not measured: a 2-piece molecular cluster, C3H5NO3 overall at a distorted geometry, with ωB97M-V/def2-TZVPD.

Each line ends with the natural charge from an NBO analysis.
Positions of all 12 atoms, in Å:
C  0.05  1.44  -0.47  -0.118
C  -0.61  0.21  -0.07  0.385
C  1.50  -1.05  0.72  -0.443
N  -1.69  -0.56  -0.46  0.428
O  -2.54  -0.99  0.33  -0.367
O  -1.66  -0.79  -1.66  -0.367
O  -0.56  1.27  0.77  -0.428
H  1.11  1.50  -0.37  0.189
H  -0.38  2.11  -1.25  0.200
H  1.71  -1.06  -0.23  0.166
H  1.02  -1.75  1.26  0.174
H  2.04  -0.32  1.43  0.180

* spin multiplicity: 1
* net charge: 0
* HOMO (spin up / spin down): -9.457 / -9.471 eV
* LUMO energy (spin up / spin down): -0.9 / -1.5 eV

***

[2]
Computed, not measured: one molecule with the formula C3H5NO4 at a distorted geometry, with ωB97M-V/def2-TZVPD.

Each line ends with the natural charge from an NBO analysis.
Positions of all 13 atoms, in Å:
N  -0.03  1.37  -0.44  -0.913
C  -0.05  -0.11  -0.66  -0.267
C  -1.16  -0.90  0.02  0.752
O  -1.33  -2.22  -0.01  -0.545
O  -2.00  -0.13  0.85  -0.676
C  1.15  -0.78  0.09  0.779
O  1.63  -1.80  -0.32  -0.525
O  1.71  -0.25  1.15  -0.670
H  -0.51  1.93  -1.23  0.401
H  1.09  1.88  -0.29  0.404
H  -0.10  -0.44  -1.66  0.252
H  -1.72  0.79  0.88  0.500
H  1.33  0.66  1.61  0.508

* SMILES: NC(C(=O)O)C(=O)O
* spin multiplicity: 1
* net charge: 0
* HOMO: -10.298 eV
* LUMO energy: -0.2 eV

***

[3]
Computed, not measured: one molecule with the formula C3H5NO4 at a distorted geometry, with ωB97M-V/def2-TZVPD.

Each line ends with the natural charge from an NBO analysis.
Positions of all 13 atoms, in Å:
N  1.56  -1.57  0.13  -0.856
C  0.93  -0.50  0.69  0.900
O  1.34  0.29  1.48  -0.548
O  -0.73  -0.88  0.68  -0.606
C  -1.07  0.19  -0.02  0.557
O  -2.08  0.96  0.43  -0.674
C  -0.22  0.66  -1.00  -0.103
O  -0.31  1.93  -1.52  -0.682
H  2.42  -1.84  0.60  0.414
H  0.98  -2.31  -0.23  0.415
H  -2.34  0.61  1.29  0.499
H  0.29  -0.02  -1.67  0.202
H  -0.76  2.49  -0.87  0.482

* SMILES: NC(=O)O/C(O)=C/O
* spin multiplicity: 1
* net charge: 0
* HOMO: -7.695 eV
* LUMO energy: 0.4 eV

***

[4]
Computed, not measured: a 2-piece molecular cluster, C3H5NO4P overall at a distorted geometry, with ωB97M-V/def2-TZVPD.

Each line ends with the natural charge from an NBO analysis.
Positions of all 14 atoms, in Å:
C  2.34  0.14  0.44  0.417
C  0.98  0.29  -0.02  -0.249
C  -0.18  -0.28  0.94  -0.301
N  0.03  1.13  0.68  -0.643
O  -2.58  0.47  -0.78  -0.977
O  -1.04  -1.19  -2.05  -1.145
O  2.77  0.26  1.56  -0.595
O  -2.90  -2.02  -0.50  -1.131
P  -1.92  -1.00  -0.89  2.329
H  3.03  -0.12  -0.51  0.070
H  0.88  0.37  -1.01  0.202
H  -0.01  -0.75  1.88  0.179
H  0.36  1.80  1.37  0.356
H  -1.76  0.90  -1.12  0.488

* spin multiplicity: 1
* net charge: -1
* HOMO (spin up / spin down): -3.880 / -3.880 eV
* LUMO energy (spin up / spin down): 3.7 / 3.7 eV

***

[5]
Computed, not measured: C3H5NOS as an isolated structure at a distorted geometry, with ωB97M-V/def2-TZVPD.

Each line ends with the natural charge from an NBO analysis.
Positions of all 11 atoms, in Å:
C  -1.93  -0.83  -0.31  0.227
C  1.33  -0.15  -0.18  -0.788
C  -1.40  0.49  0.20  -0.079
N  -2.38  -1.84  -0.65  -0.295
O  -2.30  1.49  0.30  -0.686
S  0.09  0.93  -0.77  0.257
H  2.22  0.54  -0.37  0.243
H  1.51  -1.16  -0.61  0.230
H  1.38  -0.36  0.83  0.225
H  -1.15  0.18  1.53  0.179
H  -2.08  2.10  0.95  0.490

* spin multiplicity: 1
* net charge: 0
* HOMO: -9.382 eV
* LUMO energy: 0.2 eV

***

[6]
Computed, not measured: C3H5NOS as an isolated structure at a distorted geometry, with ωB97M-V/def2-TZVPD.

Each line ends with the natural charge from an NBO analysis.
Positions of all 11 atoms, in Å:
C  1.47  -0.27  -0.38  -0.641
C  0.32  -0.25  0.59  -0.039
C  -1.71  0.77  -0.03  0.367
H  2.02  -1.23  -0.26  0.223
H  1.04  -0.14  -1.41  0.233
H  2.19  0.52  -0.10  0.222
H  0.54  -0.24  1.63  0.198
H  -2.27  1.71  -0.30  0.195
N  -2.20  -0.35  -0.24  -0.578
O  -0.42  0.98  0.34  -0.506
S  -0.97  -1.50  0.16  0.326

* spin multiplicity: 1
* net charge: 0
* HOMO: -8.530 eV
* LUMO energy: 0.9 eV

***

[7]
Computed, not measured: one molecule with the formula C3H5NOS at a distorted geometry, with ωB97M-V/def2-TZVPD.

Each line ends with the natural charge from an NBO analysis.
Positions of all 11 atoms, in Å:
C  1.31  -0.92  -0.71  -0.720
C  0.54  0.32  -0.40  0.717
O  0.81  1.39  -0.82  -0.476
N  -0.72  -0.05  0.42  -0.673
C  -1.63  0.85  0.80  -0.097
S  -1.56  2.50  0.59  -0.092
H  2.01  -1.10  0.04  0.240
H  0.71  -1.80  -0.70  0.222
H  1.80  -0.81  -1.75  0.253
H  -0.83  -0.95  0.94  0.412
H  -2.44  0.56  1.59  0.213

* SMILES: CC(=O)NC=S
* spin multiplicity: 1
* net charge: 0
* HOMO: -8.006 eV
* LUMO energy: 0.2 eV

***

[8]
Computed, not measured: one molecule with the formula C3H5NOS at a distorted geometry, with ωB97M-V/def2-TZVPD.

Each line ends with the natural charge from an NBO analysis.
Positions of all 11 atoms, in Å:
N  1.30  0.84  0.29  -0.865
C  0.45  0.67  -0.83  0.636
O  0.28  1.41  -1.78  -0.574
C  -0.25  -0.57  -0.57  -0.369
C  -1.21  -0.51  0.65  -0.500
S  0.07  -1.68  0.91  0.144
H  1.90  1.58  0.15  0.393
H  1.51  -0.06  0.83  0.412
H  -0.59  -1.21  -1.47  0.264
H  -1.26  0.42  1.17  0.232
H  -2.20  -0.91  0.65  0.229

* SMILES: NC(=O)[C@@H]1CS1
* spin multiplicity: 1
* net charge: 0
* HOMO: -9.499 eV
* LUMO energy: 0.6 eV

***

no.,molecular weight (g/mol),E_tot (eV)
1,103.08,-10815.7455
2,119.08,-12870.1441
3,119.08,-12870.0730
4,150.05,-22161.4433
5,103.15,-17562.3884
6,103.15,-17563.9131
7,103.15,-17563.8568
8,103.15,-17563.9921